No. 1
This record from OMol25 describes a 3-piece molecular cluster, C4H8N2 overall in a non-equilibrium geometry. The level of theory is the ωB97M-V functional and the def2-TZVPD basis.

Calculated values
Kohn-Sham gap = 9.35 eV
multiplicity = 1

Positions of all 14 atoms, in Å:
C (-1.121, -1.255, 0.115)
N (-0.488, 0.063, 0.123)
C (0.197, 0.379, 1.249)
C (0.138, 0.382, -1.058)
C (0.678, 1.700, -1.224)
N (1.160, 2.748, -1.359)
H (-0.349, -2.027, -0.005)
H (-1.832, -1.322, -0.710)
H (-1.654, -1.420, 1.052)
H (0.605, 1.385, 1.312)
H (1.523, -0.237, 0.599)
H (-0.160, -0.057, 2.177)
H (-0.281, -0.067, -1.953)
H (1.585, -0.272, -0.316)



No. 2
This record from OMol25 describes one molecule with the formula C4H8N2 in a non-equilibrium geometry. The level of theory is the ωB97M-V functional and the def2-TZVPD basis.

Calculated values
SMILES string = CN(C)CC#N
Kohn-Sham gap = 9.49 eV
multiplicity = 1

Positions of all 14 atoms, in Å:
C (-0.426, 1.334, 0.233)
N (-0.328, -0.031, -0.231)
C (-1.102, -0.924, 0.614)
C (0.800, -0.365, -1.068)
C (2.044, -0.423, -0.261)
N (2.876, -0.393, 0.542)
H (-1.384, 1.761, -0.091)
H (0.392, 1.946, -0.153)
H (-0.387, 1.404, 1.332)
H (-1.014, -0.648, 1.680)
H (-0.834, -1.980, 0.536)
H (-2.169, -0.818, 0.364)
H (0.931, 0.408, -1.844)
H (0.681, -1.295, -1.642)



No. 3
This record from OMol25 describes C4H8N2 as an isolated structure. The level of theory is the ωB97M-V functional and the def2-TZVPD basis.

Calculated values
Kohn-Sham gap = 7.68 eV
multiplicity = 1

Positions of all 14 atoms, in Å:
C (-1.436, 0.885, 0.261)
N (-0.063, 0.352, 0.321)
C (0.193, -0.960, -0.309)
C (1.592, 0.507, -0.519)
C (-0.222, -2.094, 0.446)
N (-0.467, -3.010, 1.125)
H (-1.682, 1.130, -0.775)
H (-1.535, 1.786, 0.873)
H (-2.139, 0.115, 0.612)
H (0.264, 0.343, 1.281)
H (-0.122, -0.961, -1.348)
H (1.441, 0.537, -1.593)
H (1.754, 1.513, -0.121)
H (2.423, -0.144, -0.254)